Here is a structure of composition C35H43ClN2Si2Ti at a distorted geometry from OMol25. Energies are from wB97M-V/def2-TZVPD.

Last column: Mulliken spin population.
Geometry (Å):
C: -1.6110 -0.6288 4.9104  -0.05
C: -2.3218 -0.1310 3.7584  0.06
C: -2.1923 -1.1063 2.7105  0.01
H: -2.9400 0.7616 3.7214  -0.01
C: -1.3884 -2.1898 3.1998  0.01
C: -1.0580 -1.9094 4.5633  0.05
H: -0.6153 -2.6109 5.2641  0.00
H: -1.6139 -0.1952 5.9073  0.00
H: -2.6842 -1.0767 1.7429  0.00
H: -1.1350 -3.0911 2.6439  0.00
Ti: -0.1745 -0.2570 3.2298  0.89
Si: 0.9834 -0.1039 -3.3269  0.00
C: 0.8576 1.4439 -4.3575  0.00
C: 1.9286 1.8429 -5.1816  0.00
H: 2.8862 1.3228 -5.1201  0.00
C: 1.7470 2.8739 -6.1071  0.00
H: 2.5575 3.1399 -6.7929  0.00
C: 0.5397 3.5713 -6.1546  0.00
H: 0.4029 4.3880 -6.8612  0.00
C: -0.5044 3.2329 -5.2855  0.00
H: -1.4290 3.8063 -5.2850  0.00
C: -0.3567 2.1449 -4.4203  0.00
H: -1.2031 1.8426 -3.7937  0.00
C: 1.1238 -1.5033 -4.5399  0.00
C: 0.3505 -1.4679 -5.7169  0.00
H: -0.1717 -0.5499 -6.0107  0.00
C: 0.2222 -2.6090 -6.5116  0.00
H: -0.4673 -2.6045 -7.3543  0.00
C: 0.9742 -3.7550 -6.2075  0.00
H: 0.8443 -4.6563 -6.8005  0.00
C: 1.8870 -3.7291 -5.1426  0.00
H: 2.5115 -4.6037 -4.9460  0.00
C: 1.9682 -2.6061 -4.3133  0.00
H: 2.6821 -2.5817 -3.4862  0.00
H: -0.3123 -0.2419 -2.6575  0.00
Si: -0.0212 -0.0431 0.5345  -0.01
C: -0.6007 -1.6380 -0.2481  -0.02
C: -1.7620 -1.6526 -1.0352  0.00
H: -2.2206 -0.7180 -1.3718  0.00
C: -2.3454 -2.8769 -1.3978  0.00
H: -3.2526 -2.8769 -1.9981  0.00
C: -1.7750 -4.0782 -0.9697  0.00
H: -2.2687 -5.0252 -1.1952  0.00
C: -0.5819 -4.0620 -0.2489  0.01
H: -0.1188 -5.0010 0.0587  0.00
C: 0.0212 -2.8500 0.1025  0.01
H: 0.9573 -2.8467 0.6647  -0.02
C: -1.1424 1.3653 -0.0318  -0.01
C: -2.4712 1.5620 0.4054  0.01
H: -2.9296 0.8883 1.1319  -0.01
C: -3.2246 2.6244 -0.0984  0.00
H: -4.2335 2.7876 0.2860  0.00
C: -2.7042 3.4757 -1.0740  0.00
H: -3.3015 4.2897 -1.4859  0.00
C: -1.3934 3.2771 -1.5113  0.00
H: -0.9687 3.9332 -2.2676  0.00
C: -0.6177 2.2447 -0.9824  0.00
H: 0.4114 2.1044 -1.3325  0.00
H: 2.0437 -0.0815 -2.2753  0.00
Cl: 1.9675 0.4914 0.1714  -0.01
C: 0.2213 2.7321 2.7024  0.03
N: 0.2109 1.7780 3.8375  -0.06
C: -0.7361 2.3124 4.8410  0.02
C: 1.5709 1.7484 4.4671  0.04
C: 1.8215 0.4282 5.1833  0.00
N: 1.6930 -0.7212 4.2289  -0.02
C: 2.7727 -0.6240 3.2179  0.05
C: 1.9013 -1.9809 4.9646  0.03
H: 0.9757 2.4499 1.9574  0.00
H: 0.4651 3.7339 3.1000  0.00
H: -0.7601 2.7614 2.2132  -0.01
H: -0.3725 3.3112 5.1369  0.00
H: -1.7412 2.4204 4.4174  0.00
H: -0.7784 1.6843 5.7374  0.00
H: 2.3432 1.9502 3.7130  0.00
H: 1.6101 2.5562 5.2164  0.00
H: 2.8567 0.4274 5.5660  0.00
H: 1.1379 0.2743 6.0323  0.00
H: 3.7326 -0.4594 3.7464  0.00
H: 2.8188 -1.5485 2.6303  -0.01
H: 2.5967 0.1996 2.5191  -0.01
H: 1.2466 -2.0379 5.8376  0.00
H: 2.9431 -2.0175 5.3198  0.00
H: 1.7150 -2.8344 4.3047  0.00

Atoms 1-2, force components in eV/Å:
-0.7810 -1.1062 -0.6060
-0.3040 -1.0405 0.2565

Charge: +1
Orbital gap (alpha / beta) in eV: 7.438 / 7.681
Strongest force on any atom in eV/A: 2.08
2S+1: 2